# 1
{"formula": "C20H53AsN4O3PtSSbSi3", "method": "wB97M-V/def2-TZVPD", "energy_ha": -5100.3895, "multiplicity": 3, "homo_energy_ev": [-9.54, -10.96], "charge": 1, "homo_lumo_gap_ev": [7.882, 7.297], "s2": 2.01, "de_lowest_ev": 0.000, "symbols": ["Pt", "C", "N", "C", "S", "N", "C", "H", "H", "H", "H", "H", "H", "H", "H", "C", "C", "As", "C", "C", "C", "C", "H", "H", "H", "H", "H", "H", "H", "H", "H", "H", "H", "H", "H", "H", "H", "O", "N", "O", "O", "C", "C", "N", "H", "H", "H", "C", "Si", "C", "C", "Sb", "Si", "C", "C", "C", "Si", "C", "C", "C", "H", "H", "H", "H", "H", "H", "H", "H", "H", "H", "H", "H", "H", "H", "H", "H", "H", "H", "H", "H", "H", "H", "H", "H", "H", "H", "H"], "coordinates": [[0.2818, -0.7844, 0.0078], [2.2239, -3.0237, 3.0657], [2.9348, -1.7493, 2.9891], [2.3464, -0.5774, 2.7581], [0.6387, -0.4214, 2.5586], [3.1162, 0.5069, 2.7193], [4.5641, 0.5097, 2.8671], [2.9639, -3.8120, 3.1825], [1.6596, -3.1996, 2.1566], [1.5501, -3.0313, 3.9208], [3.9361, -1.7947, 2.8826], [2.6418, 1.3554, 2.4635], [4.8515, 0.0785, 3.8278], [4.9074, 1.5395, 2.8403], [5.0448, -0.0379, 2.0548], [-2.5388, -2.7350, -2.2240], [-2.7722, -2.8457, -0.7194], [-1.1337, -2.7349, 0.3158], [-1.7875, -3.0630, 2.1203], [-1.6891, -4.4999, 2.6275], [-0.1235, -4.3009, -0.2588], [-0.9283, -5.5539, -0.5910], [-3.4776, -2.8386, -2.7686], [-1.8584, -3.5069, -2.5897], [-2.1062, -1.7655, -2.4770], [-3.2774, -3.7738, -0.4492], [-3.3968, -2.0223, -0.3752], [-2.8260, -2.7286, 2.1101], [-1.2325, -2.3857, 2.7629], [-2.3397, -5.1751, 2.0732], [-1.9919, -4.5435, 3.6744], [-0.6711, -4.8876, 2.5645], [0.6139, -4.4978, 0.5182], [0.4514, -3.9563, -1.1184], [-1.3575, -6.0099, 0.2980], [-0.2736, -6.2936, -1.0538], [-1.7426, -5.3564, -1.2887], [2.5267, -0.0784, -0.2325], [3.1441, -1.2031, -0.1850], [4.3473, -1.2309, -0.0040], [2.4709, -2.2467, -0.3660], [1.6787, -2.5696, -3.9922], [1.0089, -1.6500, -3.0683], [0.4923, -0.9351, -2.3344], [2.4392, -2.0335, -4.5575], [0.9518, -2.9932, -4.6830], [2.1565, -3.3694, -3.4285], [3.1060, 3.1571, 0.2704], [1.7219, 3.1535, -0.9506], [1.1393, 4.8973, -1.2489], [2.2013, 2.3592, -2.5586], [-0.3296, 1.7973, -0.1566], [-2.0620, 1.9391, -2.0337], [-1.3826, 1.3244, -3.6517], [-3.4625, 0.8452, -1.5163], [-2.5866, 3.7071, -2.2556], [-1.5173, 3.1273, 1.7063], [-3.3102, 2.6685, 1.6047], [-1.2781, 4.9282, 1.3226], [-0.8476, 2.8056, 3.3959], [3.9481, 3.6885, -0.1850], [3.4250, 2.1387, 0.5094], [2.8323, 3.6876, 1.1883], [1.7769, 5.3593, -2.0137], [1.2123, 5.5030, -0.3415], [0.1076, 4.9403, -1.6030], [3.2294, 2.6265, -2.8272], [1.5385, 2.7004, -3.3587], [2.1405, 1.2708, -2.4846], [-1.6095, 0.2647, -3.7908], [-0.3030, 1.4509, -3.7400], [-1.8611, 1.8893, -4.4592], [-3.0715, -0.0777, -1.0776], [-4.0504, 0.5817, -2.4021], [-4.1265, 1.3143, -0.7879], [-1.7868, 4.2770, -2.7376], [-2.8460, 4.2012, -1.3157], [-3.4648, 3.7508, -2.9112], [-3.7634, 3.0561, 0.6882], [-3.8488, 3.0975, 2.4566], [-3.4495, 1.5840, 1.6260], [-1.4851, 5.1787, 0.2800], [-0.2555, 5.2419, 1.5512], [-1.9580, 5.5161, 1.9521], [-0.9248, 1.7588, 3.6899], [-1.4198, 3.4160, 4.1040], [0.2035, 3.1005, 3.4681]]}


# 2
{"formula": "C12H13I3N2O2", "method": "wB97M-V/def2-TZVPD", "smiles": "CN(C)/C=N/c1c(I)cc(I)c(CCC(=O)O)c1I", "energy_ha": -1618.0638, "homo_energy_ev": -8.42, "charge": 0, "homo_lumo_gap_ev": 7.878, "de_lowest_ev": 1.670, "symbols": ["C", "N", "C", "C", "N", "C", "C", "I", "C", "C", "I", "C", "C", "C", "C", "O", "O", "C", "I", "H", "H", "H", "H", "H", "H", "H", "H", "H", "H", "H", "H", "H"], "coordinates": [[-3.3082, -2.3423, 1.9817], [-1.8062, -1.9628, 2.3511], [-1.0242, -2.7593, 3.3333], [-1.1591, -1.1342, 1.4540], [0.1542, -0.9286, 1.4768], [0.7440, 0.1903, 0.8695], [0.9751, 1.2848, 1.6949], [0.4776, 1.0327, 3.9131], [1.4698, 2.4482, 1.1197], [1.7543, 2.4298, -0.1761], [2.2281, 4.4811, -0.8246], [1.6979, 1.3545, -1.0161], [2.2365, 1.2563, -2.4408], [1.1819, 1.7577, -3.4626], [-0.1839, 1.0028, -3.4521], [-1.0897, 1.4195, -2.7571], [-0.3142, -0.0838, -4.1840], [1.1997, 0.1932, -0.4466], [1.0324, -1.7901, -1.4213], [-3.5485, -3.3647, 2.0292], [-3.4960, -2.0633, 0.9159], [-4.0225, -1.8149, 2.5786], [-1.3010, -3.7781, 3.1309], [0.0419, -2.7818, 3.0811], [-1.1649, -2.5058, 4.3459], [-1.7104, -0.4214, 0.8653], [1.5910, 3.2729, 1.7410], [3.2263, 1.5743, -2.5230], [2.5593, 0.2265, -2.8222], [0.9069, 2.7904, -3.2003], [1.6217, 1.6100, -4.4105], [-0.9700, -0.5940, -3.7447]]}


# 3
{"formula": "C4H8O2", "method": "wB97M-V/def2-TZVPD", "smiles": "C[C@@H](O)[C@H]1CO1", "energy_ha": -307.6286, "homo_energy_ev": -10.04, "charge": 0, "homo_lumo_gap_ev": 11.144, "de_lowest_ev": 2.282, "symbols": ["C", "C", "O", "C", "C", "O", "H", "H", "H", "H", "H", "H", "H", "H"], "coordinates": [[-0.1760, -1.1422, 1.4257], [0.4683, -0.5120, 0.2103], [-0.0833, -1.1526, -0.9255], [0.1495, 0.9705, 0.0166], [0.1514, 1.3545, -1.3877], [-1.0867, 1.1099, -0.6946], [-1.2611, -1.0411, 1.3168], [0.0696, -2.2074, 1.4101], [0.1425, -0.7033, 2.3744], [1.5608, -0.6397, 0.2263], [-0.9036, -0.6002, -1.0380], [0.2871, 1.6869, 0.8223], [0.4326, 0.5063, -2.0127], [0.2490, 2.3703, -1.7440]]}


# 4
{"formula": "C9H11O2Si", "method": "wB97M-V/def2-TZVPD", "energy_ha": -789.4957, "homo_energy_ev": -3.74, "charge": -1, "homo_lumo_gap_ev": 7.103, "de_lowest_ev": 0.549, "symbols": ["C", "C", "C", "C", "C", "C", "C", "C", "C", "O", "O", "Si", "H", "H", "H", "H", "H", "H", "H", "H", "H", "H", "H"], "coordinates": [[-2.7607, 2.0078, -0.3449], [-2.3499, 1.5243, 0.9093], [-1.9708, 1.9154, -1.4472], [-1.1068, 0.9562, 1.0113], [-0.7036, 1.4282, -1.3535], [-0.3086, 0.8790, -0.1104], [3.0395, 1.4431, -0.5170], [1.6111, -1.2198, 2.2843], [1.4630, -1.4239, -1.1324], [4.0622, 0.8577, -0.9342], [2.7860, 2.6232, -0.3952], [1.5103, 0.0751, -0.0340], [-3.6613, 2.5435, -0.3066], [-2.7542, 1.9146, 1.8503], [-2.3901, 2.3491, -2.4539], [-0.7164, 0.6818, 1.9059], [0.0205, 1.4909, -2.1103], [2.7213, -1.2820, 2.4156], [1.0322, -0.5788, 2.9206], [1.0876, -2.1623, 1.9243], [2.5652, -1.5928, -1.5039], [1.2896, -2.3775, -0.5722], [0.9983, -1.4259, -2.1399]]}